(1)
89
Properties=species:S:1:pos:R:3:forces:R:3:mulliken_spin:R:1 method="wB97M-V/def2-TZVPD" charge=+1 e_tot_ev=-247516.961 e_lumo_ev="-2.61 / -2.63" gap_ha="0.26252 / 0.26179" e_homo_ev="-9.750 / -9.756" spin_multiplicity=4
Mn -1.842673 0.654457 -1.913280 -0.4 0.0 0.3 3.044
O -2.187300 -1.994108 -6.574543 0.2 0.1 -0.1 0.000
C -0.893717 -1.636441 -7.059556 -0.3 -0.1 0.1 -0.001
C -0.039020 -1.141088 -5.889157 0.6 0.2 0.6 -0.003
C 1.287389 -0.684155 -6.556529 -0.2 -0.1 0.0 0.001
O 2.162434 0.013093 -5.699343 -0.3 0.0 0.5 0.000
C 0.111362 -2.286262 -4.861282 0.0 0.2 -0.1 -0.002
Se 0.853309 -1.709224 -3.125192 0.3 -0.4 -0.3 -0.001
C -0.795425 -0.012590 -5.176377 0.2 0.2 0.0 0.005
Se -0.044420 0.421262 -3.397783 0.9 0.2 -0.8 -0.072
H -2.657642 -2.487325 -7.250549 0.0 0.0 -0.1 0.000
H -0.967532 -0.843347 -7.811771 -0.1 0.0 0.0 0.000
H -0.389867 -2.493667 -7.517842 -0.1 0.0 0.0 0.000
H 1.023327 -0.035630 -7.399634 -0.1 0.0 -0.1 0.000
H 1.780006 -1.574668 -6.959696 0.0 -0.1 0.0 0.000
H 3.000563 0.174215 -6.141888 -0.1 -0.1 -0.1 0.000
H 0.756418 -3.076250 -5.246084 0.1 0.0 0.1 -0.001
H -0.867986 -2.699388 -4.650230 -0.1 -0.1 -0.1 -0.001
H -1.806191 -0.345446 -4.987747 -0.2 -0.1 -0.1 0.010
H -0.802647 0.906284 -5.764298 0.0 0.0 0.1 -0.001
N -2.904955 4.166347 -0.009773 -0.2 0.2 0.2 0.005
C -1.953748 4.023946 0.990697 0.0 -0.1 -0.1 -0.014
C -1.734847 4.711205 2.180249 -0.2 0.2 0.0 0.000
C -0.644773 4.315775 2.924677 0.1 0.0 0.0 0.000
C 0.209730 3.287343 2.492026 0.0 0.0 0.0 -0.001
C -0.020784 2.597044 1.319916 0.1 -0.1 -0.1 0.001
C -1.141757 2.966060 0.574410 0.0 -0.2 -0.2 -0.026
N -1.629579 2.469986 -0.640289 0.0 0.1 0.1 0.032
C -2.660660 3.226344 -0.943752 0.2 -0.1 0.0 -0.001
C -3.351028 3.056016 -2.217076 0.2 -0.1 0.2 0.030
C -4.293327 3.823030 -2.806850 -0.3 0.4 0.0 0.002
S -4.664030 3.203757 -4.350896 -0.1 0.0 -0.1 -0.004
C -3.530936 1.957285 -4.124395 -0.1 -0.1 -0.4 -0.032
N -2.923361 1.982595 -2.978636 -0.1 0.3 0.1 -0.003
H -3.653048 4.836585 -0.017504 0.0 0.0 0.0 0.000
H -2.381009 5.523038 2.498873 0.1 -0.1 0.0 0.000
H -0.432355 4.818391 3.860544 0.0 0.0 -0.1 0.000
H 1.068529 3.028923 3.101581 -0.1 0.0 -0.1 0.000
H 0.649009 1.812314 0.970748 -0.1 0.1 0.0 0.002
H -4.791318 4.707237 -2.421718 0.2 -0.2 -0.1 0.000
H -3.335475 1.222376 -4.895618 -0.1 0.0 0.2 -0.008
C 2.659057 3.019022 6.432177 0.0 -0.1 0.0 0.000
C 1.805364 2.015824 5.697576 0.1 0.0 0.0 0.000
C 2.299164 1.326758 4.591991 0.1 0.0 0.1 0.000
C 1.515304 0.393019 3.926363 -0.1 0.0 0.0 0.000
C 0.226062 0.156790 4.374910 0.2 -0.1 0.0 0.000
C -0.293018 0.826645 5.477796 -0.1 0.0 0.0 0.000
C 0.500655 1.752502 6.129004 0.0 0.1 0.0 0.000
S -0.753783 -1.039302 3.541023 -0.2 0.1 0.1 0.000
O 0.121735 -1.835058 2.721089 0.0 0.0 0.0 0.000
O -1.631795 -1.683876 4.474971 0.0 0.0 -0.1 0.000
N -1.703249 -0.051874 2.607059 -0.2 -0.3 -0.5 0.000
C -3.012706 -0.593444 2.183147 0.3 0.0 0.1 0.000
C -2.952938 -1.550538 0.983649 0.1 0.0 0.0 0.004
C -2.593212 -0.821864 -0.271753 0.0 -0.2 -0.5 -0.024
O -3.462877 -0.167886 -0.936934 0.5 0.1 0.5 -0.003
O -1.388817 -0.815710 -0.715335 -0.3 -0.2 0.7 0.058
H 3.656775 3.088387 5.997258 -0.1 0.0 0.0 0.000
H 2.762889 2.734520 7.483870 0.0 0.0 -0.1 0.000
H 2.207359 4.014473 6.410268 0.0 -0.1 0.0 0.000
H 3.311373 1.525694 4.249668 -0.1 0.0 0.0 0.000
H 1.877988 -0.156051 3.065602 0.1 0.1 0.0 0.000
H -1.300504 0.601577 5.818419 0.2 0.1 0.0 0.000
H 0.115476 2.277584 6.998633 0.0 -0.1 -0.1 0.000
H -1.130259 0.276927 1.826434 -0.2 0.1 0.1 0.003
H -3.669250 0.244267 1.956319 0.0 0.1 0.0 0.000
H -3.422520 -1.126286 3.035307 -0.1 0.0 0.1 0.000
H -3.931011 -2.009669 0.844803 0.0 0.0 0.0 0.000
H -2.201405 -2.313350 1.174535 0.0 -0.1 0.0 0.000
C 5.135422 -3.214193 1.945941 0.0 0.0 0.0 0.000
C 3.876930 -2.400678 2.206745 0.1 0.1 -0.2 0.000
N 3.560440 -1.488160 1.101927 0.0 -0.3 0.2 0.000
C 2.464496 -1.435439 0.327593 -0.2 0.0 -0.1 -0.001
S 2.115735 -0.007186 -0.547970 0.1 0.0 0.2 0.001
N 1.658234 -2.491987 0.215947 0.1 -0.2 0.0 -0.002
C 1.827836 -3.876800 0.660019 -0.2 0.1 -0.2 0.000
C 1.023619 -4.791243 -0.249543 -0.1 0.1 0.0 0.001
H 5.337558 -3.877898 2.791704 0.0 0.1 -0.1 0.000
H 6.001527 -2.559409 1.814897 -0.1 -0.1 0.0 0.000
H 5.029755 -3.819220 1.041536 0.0 0.0 0.1 0.000
H 4.007120 -1.806092 3.110351 0.0 0.1 0.1 0.000
H 3.026965 -3.049542 2.380623 0.1 0.2 0.2 0.000
H 4.131241 -0.669886 1.014605 0.2 0.2 0.0 0.000
H 0.811452 -2.291189 -0.285653 -0.3 0.1 -0.1 0.002
H 1.481762 -3.990659 1.687841 0.0 0.0 0.0 0.000
H 2.881355 -4.145954 0.611548 0.0 0.0 0.0 0.000
H -0.038714 -4.524762 -0.219064 0.1 -0.1 0.0 0.000
H 1.125375 -5.828559 0.070538 0.0 0.0 0.0 0.000
H 1.369404 -4.705561 -1.281882 0.0 0.0 0.0 0.000



(2)
43
Properties=species:S:1:pos:R:3:forces:R:3:mulliken_charge:R:1 method="wB97M-V/def2-TZVPD" charge=0 e_tot_ev=-56817.866 e_lumo_ev=-0.74 gap_ha=0.34010 e_homo_ev=-9.990
C 3.991456 -0.668584 1.088967 0.1 0.0 0.2 -1.146
C 2.964551 -0.670556 2.231086 -0.1 0.2 -0.2 -0.382
C 1.682415 -1.430893 1.943405 0.0 -0.4 0.0 -0.827
O 0.614511 -0.589813 1.474519 0.0 0.2 -0.2 -0.100
N 0.721217 -0.401312 0.106149 -0.1 -0.3 -0.1 0.161
C -0.227739 0.239931 -0.557353 0.4 0.2 0.3 0.108
N -0.035808 0.585298 -1.835498 0.4 -0.7 -0.2 -0.460
C -1.054747 1.309420 -2.148904 -0.4 0.6 -0.5 -0.228
N -1.936515 1.408156 -1.144483 0.3 -0.3 0.1 -0.275
Cl -3.339143 2.294080 -1.057295 0.0 0.1 0.0 0.038
N -1.394865 0.680839 -0.078700 -0.4 0.3 0.1 0.559
C -2.035831 0.590731 1.231543 0.0 0.1 0.1 -0.837
C -2.388275 -0.816825 1.690214 -0.1 -0.1 0.1 -0.643
C -2.929462 -1.807119 0.654988 -0.1 -0.1 -0.1 0.575
C -3.981419 -1.210807 -0.275960 0.0 -0.2 0.0 -1.404
C -1.839147 -2.522031 -0.145536 0.0 -0.1 0.1 -1.406
H 3.572240 -1.033696 0.153357 0.0 0.0 -0.1 0.352
H 4.837346 -1.310811 1.319536 0.0 -0.1 0.0 0.327
H 4.384146 0.326690 0.907159 0.0 0.1 -0.1 0.307
H 2.660153 0.351587 2.454502 0.0 0.1 0.1 0.272
H 3.403518 -1.072147 3.140186 0.1 0.0 0.1 0.386
H 1.267217 -1.898886 2.831439 0.0 0.1 0.1 0.406
H 1.837705 -2.217892 1.203102 0.0 -0.1 0.0 0.570
H 1.600050 -0.570250 -0.359884 0.1 0.2 0.1 0.172
H -1.193055 1.830989 -3.081006 0.0 0.0 -0.1 0.477
H -2.930186 1.201807 1.171389 -0.1 0.0 -0.1 0.462
H -1.374112 1.070375 1.947376 0.0 0.0 0.1 0.331
H -1.526306 -1.254427 2.188937 0.0 0.0 0.0 0.209
H -3.154822 -0.687980 2.455276 0.0 0.1 0.1 0.478
H -3.432284 -2.574687 1.244283 0.0 0.0 0.1 0.502
H -3.523964 -0.712348 -1.128843 0.0 0.2 0.0 0.251
H -4.639093 -0.510765 0.235777 -0.1 0.1 0.0 0.321
H -4.599120 -2.003101 -0.694046 -0.1 0.0 0.0 0.436
H -1.575441 -1.985961 -1.056013 0.1 0.1 0.0 0.300
H -2.179338 -3.511220 -0.444638 -0.1 0.0 -0.1 0.473
H -0.944987 -2.667451 0.459865 0.1 0.0 0.0 0.221
F 3.879089 4.215228 -3.068034 -0.2 -0.8 -0.5 -0.319
P 2.687410 3.187669 -2.596711 0.3 0.1 -0.2 1.002
F 2.416120 1.790559 -3.456667 0.7 0.5 -0.3 -0.333
F 1.128556 2.903203 -2.026292 0.4 -0.4 0.6 -0.289
F 3.932135 2.266444 -1.993309 -0.9 -0.3 0.5 -0.342
F 1.876908 3.909656 -3.846603 0.1 0.6 0.8 -0.356
F 2.778913 3.966899 -1.137278 -0.5 0.5 -0.7 -0.353



(3)
55
Properties=species:S:1:pos:R:3:forces:R:3:mulliken_charge:R:1 method="wB97M-V/def2-TZVPD" charge=+2 e_tot_ev=-48693.695 e_lumo_ev=-7.35 gap_ha=0.24664 e_homo_ev=-14.060
Au -1.466788 -0.227204 -0.786211 0.1 -0.1 -0.3 1.130
O 0.683515 -2.597628 -0.513460 0.1 -0.1 0.0 -0.853
S 1.507287 -1.431154 -0.322149 0.0 0.1 0.0 1.631
O 2.070121 -1.190876 0.968838 0.0 0.0 0.0 -0.655
N 0.532330 -0.149869 -0.754744 0.2 0.0 -0.1 -0.418
C 1.027351 1.170446 -0.587097 -0.1 -0.1 0.0 0.424
C 2.326266 1.550170 -0.361775 0.1 0.1 0.0 -0.240
C 2.660676 2.920532 -0.258187 0.0 -0.1 0.0 -1.180
C 1.720549 3.903265 -0.364609 0.0 0.0 0.0 -0.925
C 0.371254 3.543427 -0.578257 0.0 0.1 0.0 0.898
C -0.686764 4.467441 -0.671962 0.0 0.0 0.0 -0.425
C -1.972609 4.030208 -0.863850 0.0 0.0 0.0 -0.960
C -2.216569 2.661376 -0.952698 0.1 0.0 -0.1 0.174
N -1.241213 1.769588 -0.869168 0.0 0.3 0.2 -0.344
C 0.054868 2.177457 -0.686047 -0.1 -0.1 0.0 0.510
C 2.782375 -1.413917 -1.519181 0.1 0.0 -0.1 0.045
C 2.476068 -1.267275 -2.868565 0.0 0.0 0.0 -0.258
C 3.502642 -1.314814 -3.794047 0.0 0.0 0.0 -0.760
C 4.811836 -1.516025 -3.369152 0.0 0.0 0.0 -0.421
C 5.102822 -1.667279 -2.021904 0.0 0.0 0.0 -0.722
C 4.085893 -1.613790 -1.079716 0.0 0.0 0.0 -0.119
H 3.108946 0.816273 -0.257805 0.0 0.0 0.0 0.382
H 3.695205 3.183033 -0.085656 0.0 0.0 0.0 0.431
H 1.985867 4.947744 -0.276358 0.0 0.0 0.0 0.453
H -0.473968 5.525942 -0.589107 0.0 0.0 0.0 0.487
H -2.800617 4.718107 -0.948567 0.0 0.0 0.0 0.419
H -3.219626 2.300529 -1.125283 0.0 0.0 0.0 0.450
H 1.454486 -1.110117 -3.188880 0.0 0.0 0.0 0.391
H 3.287414 -1.196727 -4.847019 0.0 0.0 0.0 0.419
H 5.610414 -1.553963 -4.097699 0.0 0.0 0.0 0.425
H 6.122628 -1.828301 -1.700883 0.0 0.0 0.0 0.416
H 4.295317 -1.725377 -0.024979 0.0 0.0 0.0 0.502
N -3.552220 -0.258108 -0.777729 -0.1 0.1 -0.1 -0.647
C -3.997232 -1.611450 -0.331012 0.0 -0.1 0.1 -0.631
C -3.171801 -2.609904 -1.100068 0.0 0.0 0.0 -0.610
N -1.746824 -2.275789 -0.838481 -0.1 0.0 0.1 -0.653
H -3.912991 0.455185 -0.146745 0.0 0.0 0.0 0.405
H -3.905219 -0.056908 -1.712911 -0.1 0.0 0.0 0.358
H -5.068231 -1.745996 -0.476375 0.0 0.0 -0.1 0.447
H -3.781360 -1.677826 0.735862 0.0 0.0 0.0 0.307
H -3.348921 -2.529741 -2.173495 0.0 0.0 0.0 0.337
H -3.392996 -3.633015 -0.799433 0.1 0.0 0.0 0.411
H -1.098124 -2.685244 -1.509606 0.0 -0.1 0.1 0.414
H -1.425159 -2.634682 0.060916 0.0 0.0 -0.1 0.457
C 0.157697 -0.575251 4.605382 -0.1 0.0 0.0 -0.878
N -1.229447 -0.501718 4.126927 0.1 0.1 0.0 -0.032
C -2.310286 -0.885865 5.038872 0.0 0.0 0.0 -0.943
C -1.478076 -0.140907 2.902069 0.0 -0.1 0.0 0.401
N -1.701413 0.182877 1.806523 -0.2 -0.1 0.1 -0.412
H 0.245535 -0.002613 5.527248 0.0 0.0 0.0 0.335
H 0.822455 -0.156470 3.854543 0.0 0.0 0.0 0.293
H 0.433539 -1.612688 4.792440 0.0 0.0 0.0 0.326
H -2.188423 -0.347959 5.977542 0.0 0.0 0.0 0.329
H -2.279361 -1.958327 5.231008 0.0 0.0 0.0 0.333
H -3.269103 -0.618844 4.602696 0.0 0.0 0.0 0.345